# 1
Molecular formula: C4H14N3
Method: DFT, wB97M-V/def2-TZVPD

The calculation puts the energy at -324.7962 hartree. Its HOMO-LUMO gap is 9.2 eV. As for the energy above the lowest of the compared OMol25 structures with the same formula, charge and spin: 43.1 kcal per mole. The multiplicity is 1. As for the lowest unoccupied orbital energy: -3.53 eV. The charge is +1.

Last column: Löwdin charge in e.
CARTESIAN COORDINATES (ANGSTROEM)
H: -1.225 -2.189 1.985  0.17
C: -1.207 1.430 -0.852  -0.32
H: 0.123 -3.107 1.953  0.16
H: -0.945 -0.540 -1.333  0.08
H: 2.869 -0.805 -0.671  0.10
N: 1.991 -0.620 -0.226  0.09
H: -0.991 1.351 0.221  0.09
N: -0.422 0.323 -1.463  -0.03
H: 0.260 -0.122 1.854  0.12
H: -2.288 1.272 -0.912  0.11
H: -0.427 0.442 -2.472  0.09
C: 0.531 -1.120 1.555  -0.11
H: -1.306 3.580 -0.898  0.08
N: -0.232 -2.186 2.223  0.17
H: 1.882 -2.509 0.742  0.13
H: 0.298 2.908 -1.051  0.08
H: -0.799 2.887 -2.439  0.08
H: -0.140 -2.129 3.241  0.17
C: 1.509 -1.483 0.692  -0.19
C: -0.741 2.771 -1.359  -0.10
H: 1.258 -0.155 -0.789  0.06

# 2
Molecular formula: C4H14N3
Method: DFT, wB97M-V/def2-TZVPD

The calculation puts the energy at -324.8436 hartree. Its HOMO-LUMO gap is 11.4 eV. As for the energy above the lowest of the compared OMol25 structures with the same formula, charge and spin: 13.3 kcal per mole. The multiplicity is 1. As for the lowest unoccupied orbital energy: -3.09 eV. The charge is +1.

Last column: Löwdin charge in e.
CARTESIAN COORDINATES (ANGSTROEM)
C: 1.535 -2.018 1.830  -0.17
H: 2.712 -3.350 0.631  0.06
N: -1.548 -0.609 -0.979  0.21
N: -1.595 1.612 -1.619  0.06
H: -1.450 -1.281 -0.244  0.11
H: -0.891 3.414 -2.407  0.10
H: -1.222 1.971 0.895  0.12
C: -1.227 3.002 -1.446  -0.05
H: -1.026 0.330 1.249  0.13
H: 0.628 -1.634 1.349  0.02
H: -1.945 1.365 -2.527  0.17
H: -2.121 3.586 -1.240  0.10
H: -1.091 -0.913 -1.815  0.13
C: -1.423 0.699 -0.682  -0.43
H: 1.190 -2.968 2.252  0.07
C: 2.721 -2.293 0.885  -0.15
H: -0.346 3.266 -0.865  0.10
H: 2.653 -1.624 0.034  0.06
H: 3.620 -2.213 1.494  0.07
H: 1.861 -1.402 2.662  0.06
N: -1.034 1.060 0.543  0.23

# 3
Molecular formula: C4H14N3
Method: DFT, wB97M-V/def2-TZVPD

The calculation puts the energy at -324.2947 hartree. Its HOMO-LUMO gap (alpha / beta) is 11.0 / 3.4 eV. As for the energy above the lowest of the compared OMol25 structures with the same formula, charge and spin: 71.5 kcal per mole. The multiplicity is 2. As for the lowest unoccupied orbital energy (alpha / beta): -8.12 / -14.44 eV. The charge is +2.

Last column: Löwdin charge in e.
CARTESIAN COORDINATES (ANGSTROEM)
H: -2.501 1.844 1.427  0.13
H: 0.397 -1.588 -1.154  0.08
C: -1.480 1.420 1.389  0.05
C: -0.007 1.572 -0.611  -0.37
H: -2.148 1.763 -0.604  0.20
H: 1.540 -1.153 0.297  0.10
H: -0.695 1.459 -2.516  0.16
H: 0.994 1.395 1.177  0.15
H: 1.827 -3.330 0.289  0.13
H: 0.987 1.233 -2.357  0.17
C: 0.607 -1.694 -0.072  -0.15
N: 0.122 1.558 -1.934  0.28
H: 0.459 -3.784 -0.771  0.09
H: -0.836 1.947 2.093  0.13
H: -0.234 -1.392 0.571  0.07
N: -1.287 1.585 -0.085  0.22
C: 0.723 -3.230 0.127  -0.08
N: 1.038 1.675 0.197  0.27
H: -1.702 0.398 1.666  0.12
H: 0.268 -3.686 1.018  0.10
H: 1.929 2.008 -0.148  0.17

# 4
Molecular formula: C4H14N3O
Method: DFT, wB97M-V/def2-TZVPD

The calculation puts the energy at -400.1199 hartree. Its HOMO-LUMO gap is 10.9 eV. As for the energy above the lowest of the compared OMol25 structures with the same formula, charge and spin: 7.9 kcal per mole. The multiplicity is 1. As for the lowest unoccupied orbital energy: -3.10 eV. The charge is +1.

Last column: Löwdin charge in e.
CARTESIAN COORDINATES (ANGSTROEM)
H: 2.200 3.440 -0.333  0.08
H: 0.997 3.747 0.946  0.08
H: 0.136 0.855 1.533  0.14
H: -0.027 -4.181 1.151  0.10
N: -1.290 0.367 0.049  0.17
H: -0.751 -0.405 -0.449  0.10
O: -1.904 -3.267 -0.199  0.06
C: 0.559 1.992 -0.316  -0.24
H: 2.184 2.420 1.130  0.10
H: -0.789 -2.073 -2.053  0.12
C: 1.527 2.978 0.385  -0.09
H: 0.761 -2.060 -1.380  0.13
H: 1.187 -3.426 0.318  0.10
H: -1.026 2.135 1.137  0.12
N: 0.235 -3.389 0.637  0.17
C: -0.386 1.384 0.722  -0.16
N: -0.259 -1.998 -1.196  0.10
C: -0.721 -2.942 -0.250  -0.62
H: -1.885 0.833 -0.637  0.17
H: 0.009 2.510 -1.103  0.11
H: -1.900 -0.105 0.707  0.16
H: 1.145 1.184 -0.799  0.11

# 5
Molecular formula: C4H14N3O
Method: DFT, wB97M-V/def2-TZVPD

The calculation puts the energy at -400.0980 hartree. Its HOMO-LUMO gap is 11.0 eV. As for the energy above the lowest of the compared OMol25 structures with the same formula, charge and spin: 21.7 kcal per mole. The multiplicity is 1. As for the lowest unoccupied orbital energy: -2.71 eV. The charge is +1.

Last column: Löwdin charge in e.
CARTESIAN COORDINATES (ANGSTROEM)
H: -2.246 0.707 -1.415  0.12
N: 3.558 -0.293 0.657  0.17
H: -4.505 -1.049 1.149  0.06
H: -1.854 -1.105 0.029  0.06
N: 1.267 -0.473 0.189  0.05
H: -3.710 0.122 1.686  0.05
H: 1.668 1.204 -0.966  0.13
C: 2.385 -0.934 0.625  -0.16
H: 1.388 1.579 0.722  0.12
H: -0.477 2.363 -0.542  0.12
H: -1.431 -1.602 -1.454  0.10
H: 4.378 -0.883 0.618  0.13
H: 0.303 -0.960 -0.058  0.12
N: -1.163 -0.969 -0.707  0.00
H: 2.505 -2.012 0.637  0.16
H: -0.909 1.212 0.727  0.12
C: 1.047 0.949 -0.101  -0.17
H: -0.685 0.424 -2.215  0.12
C: -1.205 0.426 -1.256  -0.21
O: -3.598 -0.710 1.209  -0.06
C: -0.448 1.308 -0.259  -0.16
H: 3.731 0.696 0.724  0.12

# 6
Molecular formula: C4H14N4
Method: DFT, wB97M-V/def2-TZVPD

The calculation puts the energy at -379.6982 hartree. Its HOMO-LUMO gap is 8.5 eV. As for the energy above the lowest of the compared OMol25 structures with the same formula, charge and spin: 85.1 kcal per mole. The multiplicity is 1. As for the lowest unoccupied orbital energy: 0.94 eV. The charge is 0.

Last column: Löwdin charge in e.
CARTESIAN COORDINATES (ANGSTROEM)
H: -1.098 0.952 -2.448  0.09
H: 1.332 -2.215 2.354  0.07
N: 0.365 0.090 -1.244  -0.21
C: -0.110 0.663 0.392  -0.50
H: 0.159 -1.048 2.978  0.07
H: 1.396 1.753 -1.157  0.05
H: 0.768 -0.799 -0.809  0.14
C: -0.664 -0.034 -2.279  -0.06
H: -0.222 -0.393 -3.209  0.08
H: -0.352 2.490 0.954  0.04
H: -0.304 -2.171 1.695  0.06
H: -1.672 -0.828 0.388  0.06
N: 1.455 0.899 -1.727  0.05
C: 0.514 -1.546 2.062  -0.19
N: 0.934 -0.622 1.031  -0.10
H: -2.236 0.853 0.158  0.08
H: 1.779 -0.135 1.311  0.07
N: 0.318 1.869 0.513  0.02
H: -1.437 -0.723 -1.944  0.08
C: -1.521 0.211 0.676  -0.06
H: -1.718 0.300 1.745  0.08
H: 2.314 0.434 -1.443  0.08

# 7
Molecular formula: C4H14N4
Method: DFT, wB97M-V/def2-TZVPD

The calculation puts the energy at -379.6106 hartree. Its HOMO-LUMO gap (alpha / beta) is 8.4 / 6.8 eV. As for the energy above the lowest of the compared OMol25 structures with the same formula, charge and spin: 140.0 kcal per mole. The multiplicity is 1. As for the lowest unoccupied orbital energy (alpha / beta): 1.01 / 0.52 eV. The charge is 0.

Last column: Löwdin charge in e.
CARTESIAN COORDINATES (ANGSTROEM)
N: -0.924 -1.693 -1.349  -0.04
H: -0.238 1.825 -0.935  0.09
H: 1.006 -0.715 3.096  0.06
C: 1.355 0.269 2.767  -0.19
H: -1.880 -1.802 -1.013  0.03
H: 0.606 1.898 1.479  0.05
N: 1.238 -0.053 -0.519  0.10
H: -1.325 -0.092 -2.722  0.06
C: 0.292 1.014 2.026  -0.13
H: 2.249 0.128 2.154  0.06
H: -1.606 -1.710 -3.369  0.07
H: 1.935 -0.780 -0.451  0.10
H: -0.666 1.113 2.522  0.05
H: 1.673 0.801 3.676  0.07
C: 0.091 -0.374 0.194  -0.39
H: 0.043 -1.148 -3.117  0.05
C: -0.963 -1.144 -2.674  -0.26
H: 0.106 -1.230 0.844  0.12
N: -1.099 1.339 -0.701  0.01
N: -1.048 0.300 0.133  -0.07
H: 1.053 0.127 -1.499  0.07
H: -1.898 1.930 -0.541  0.10

# 8
Molecular formula: C4H14N4
Method: DFT, wB97M-V/def2-TZVPD

The calculation puts the energy at -379.1708 hartree. Its HOMO-LUMO gap is 8.0 eV. As for the energy above the lowest of the compared OMol25 structures with the same formula, charge and spin: 47.2 kcal per mole. The multiplicity is 1. As for the lowest unoccupied orbital energy: -8.07 eV. The charge is +2.

Last column: Löwdin charge in e.
CARTESIAN COORDINATES (ANGSTROEM)
C: -2.084 -0.033 0.218  -0.05
H: -3.092 0.992 1.611  0.14
H: -3.747 1.178 0.009  0.16
C: 1.001 0.624 0.486  -0.12
N: -3.078 0.754 0.638  0.23
C: -2.121 -0.527 -1.174  -0.01
H: 1.749 1.182 -1.428  0.18
H: -1.155 -0.929 -1.540  0.10
H: 0.859 -1.408 2.135  0.15
C: 1.736 -0.585 0.529  -0.42
H: 3.081 -0.206 -1.044  0.13
H: 0.599 2.266 -0.555  0.21
N: 1.475 1.646 -0.502  0.16
H: -2.471 0.351 -1.824  0.14
H: -1.360 -0.273 1.049  0.13
H: 1.662 -2.548 1.130  0.12
N: 1.269 -1.633 1.206  0.15
H: 2.858 -1.839 -0.468  0.11
H: -2.895 -1.223 -1.275  0.09
N: 2.806 -0.871 -0.282  0.18
H: 2.338 2.084 -0.230  0.15
H: 0.573 0.997 1.310  0.06

What is the energy in the fourth record? -400.1199 hartree

What is the charge in the third record? +2